121
Properties=species:S:1:pos:R:3:forces:R:3 method="wB97M-V/def2-TZVPD" total_charge=+1 orbital_gap_ev=6.4 e_homo_ev=-9.53 multiplicity=1
N -1.247 2.170 -0.515 -0.123 -0.308 -0.010
H 5.118 -4.046 3.004 -0.008 0.004 0.014
H -0.780 4.759 -0.024 -0.017 -0.007 -0.023
H -5.437 5.415 0.148 -0.010 0.006 -0.004
C -1.621 4.605 -0.708 0.007 0.011 0.011
C -2.623 5.740 -0.547 0.000 0.019 0.018
H 2.058 -4.242 3.150 -0.009 0.005 0.008
H 6.165 -0.854 1.815 -0.007 0.003 0.013
C -0.463 -0.666 -5.128 -0.077 0.051 -0.082
N 2.572 -1.409 3.886 0.010 0.073 -0.156
H 0.182 -0.959 8.171 0.002 0.003 0.000
C 3.153 -1.508 2.663 -0.076 -0.060 0.039
N 3.969 -2.467 2.338 0.041 0.079 0.047
C 0.354 -0.275 7.352 0.010 -0.004 -0.022
C -0.889 3.978 3.814 -0.023 0.056 -0.055
C -0.472 -5.560 -2.055 0.008 0.005 -0.006
H -2.438 2.976 -3.475 0.007 -0.013 -0.011
H -2.145 6.689 -0.786 -0.002 0.014 -0.008
H -3.053 3.041 -1.123 -0.032 0.002 0.039
C 2.212 3.781 -2.826 -0.023 -0.015 0.028
H -4.606 -1.462 -3.274 -0.006 -0.014 0.001
H 2.128 4.839 2.542 0.012 0.010 0.003
H 2.722 4.655 -4.719 0.007 0.007 -0.004
S 2.663 -0.207 1.613 0.213 0.135 0.239
H 0.908 3.496 -5.934 -0.001 0.004 -0.014
H -2.924 -1.615 4.136 0.004 -0.018 0.022
H -1.512 -5.774 -1.841 -0.010 -0.001 0.002
C 1.637 -6.226 -2.979 -0.006 0.003 0.000
H -1.070 -8.152 -2.470 -0.006 -0.005 0.007
H 6.822 -1.931 0.580 0.018 0.013 -0.012
C 1.025 -0.704 6.223 -0.011 -0.004 0.034
H -0.789 -7.687 -4.143 -0.007 0.002 -0.012
C 0.301 -6.513 -2.720 0.003 -0.002 0.000
C -4.233 -1.149 2.499 0.027 -0.003 0.036
H -1.211 4.625 -1.723 0.009 -0.001 -0.009
H -3.466 5.626 -1.232 -0.004 0.005 -0.010
C 1.407 -4.086 -1.942 -0.032 -0.033 0.087
C 1.401 -1.980 -5.758 0.009 0.004 0.019
C -2.906 2.000 -3.427 0.019 0.013 0.028
C -4.746 0.557 -3.989 0.000 -0.003 0.002
H -0.100 -1.280 -7.151 -0.010 0.007 -0.014
C -2.282 0.951 -2.756 -0.029 -0.205 0.038
H 3.059 -4.984 1.898 -0.002 0.004 -0.006
C 3.041 -4.663 2.940 0.007 -0.003 0.003
S 2.074 -2.534 -1.444 -0.018 -0.040 -0.028
C 1.034 3.343 -4.870 0.000 0.001 0.016
C 0.172 2.490 -4.192 0.020 0.028 0.012
H 4.833 -3.392 0.695 -0.022 -0.003 -0.007
P -0.741 1.175 -1.835 0.257 0.503 0.179
P -0.690 1.232 0.770 -0.458 -0.675 -0.057
C -3.328 0.321 0.825 -0.076 -0.030 0.044
H -5.307 -0.498 0.761 -0.012 -0.003 -0.010
H 2.250 -6.958 -3.490 0.010 -0.010 -0.008
H -0.532 -3.610 -1.153 -0.008 0.011 0.009
C -4.856 5.029 0.984 0.019 0.008 0.002
H -2.650 3.230 0.580 0.021 0.024 -0.021
C 0.968 -1.371 -3.487 0.100 -0.038 0.022
H 0.954 2.187 4.424 0.037 -0.044 0.081
N -0.107 -0.680 -3.846 -0.058 0.040 -0.056
H -0.614 1.374 8.321 -0.009 0.004 0.013
H -4.611 2.617 -4.571 -0.005 0.004 -0.002
H 1.624 2.915 1.092 0.011 -0.011 -0.020
C 1.783 -2.010 -4.433 0.012 -0.027 -0.004
H 2.011 -2.472 -6.504 0.006 -0.005 -0.002
C 1.353 2.928 -2.153 0.035 -0.020 0.031
H -2.101 2.348 3.135 -0.007 -0.007 0.009
H 3.186 -5.536 3.575 0.001 -0.017 -0.001
C -0.309 -7.810 -3.171 0.003 0.005 0.006
H 0.445 -8.589 -3.270 0.008 -0.010 -0.002
O 1.785 -2.351 -0.016 0.016 0.140 0.148
C 0.319 2.280 -2.825 -0.094 0.006 -0.116
H -3.445 0.856 -0.112 0.009 -0.055 0.040
C 0.069 -4.350 -1.666 0.015 -0.009 -0.026
H 1.490 2.747 -1.093 -0.018 0.014 -0.042
H 4.112 -3.307 4.250 -0.005 0.009 0.001
H 4.322 -1.765 0.395 -0.049 0.010 -0.072
H -5.411 5.216 1.902 -0.007 -0.004 0.013
C -4.135 1.800 -4.045 -0.004 0.009 -0.003
O 3.472 -2.530 -1.804 -0.020 -0.029 0.030
C -2.905 -0.294 -2.702 -0.035 0.014 -0.015
H -2.406 -1.108 -2.189 0.008 -0.011 0.012
C 1.233 0.188 5.169 0.090 -0.048 -0.081
H 3.234 -4.790 -2.796 0.021 0.002 -0.004
C -1.993 -0.309 2.720 0.095 0.024 0.072
C 0.918 3.209 1.861 0.003 -0.024 0.080
H -0.612 1.991 -4.740 -0.025 -0.023 -0.011
C 4.130 -3.640 3.215 -0.017 0.001 -0.006
S -3.292 5.920 1.132 -0.019 0.006 0.000
C 2.197 -5.016 -2.595 -0.018 -0.005 0.015
H 0.503 5.541 4.274 0.010 0.014 0.018
C 0.120 1.925 6.386 0.008 -0.007 -0.003
C 1.939 -0.278 3.983 -0.074 -0.069 0.156
C -0.095 1.039 7.433 0.000 -0.007 -0.006
Rh 0.334 -0.257 -0.585 0.404 0.180 -0.040
O 1.933 0.534 2.923 0.018 -0.124 -0.081
C -3.038 -1.075 3.206 -0.047 -0.001 -0.021
C 6.199 -1.889 1.472 -0.011 0.017 -0.015
C 0.782 1.503 5.246 0.025 0.022 -0.009
H -1.607 4.287 4.562 -0.016 0.013 -0.004
C -2.128 0.395 1.525 -0.059 0.191 -0.185
C -2.230 3.241 -0.429 0.097 0.102 -0.008
H -4.717 3.955 0.872 -0.005 -0.008 -0.007
H -1.368 -0.108 -5.355 0.026 -0.017 -0.008
H 2.699 -2.494 -4.129 0.003 -0.013 0.004
H -1.065 -0.250 3.283 -0.025 -0.018 -0.017
H 1.387 -1.720 6.140 0.005 -0.014 0.004
C 2.051 3.992 -4.189 -0.007 -0.001 -0.007
C 1.204 4.292 2.674 -0.012 -0.011 -0.007
N 1.189 -1.410 -2.116 -0.067 0.063 -0.008
C -0.270 2.492 2.018 0.131 0.068 -0.117
H -5.049 -1.751 2.876 -0.010 -0.005 0.010
C 4.807 -2.396 1.135 -0.072 -0.056 -0.071
H 6.674 -2.491 2.246 0.003 -0.023 -0.009
C -4.131 -0.491 -3.314 0.011 0.019 0.005
C -1.168 2.882 3.006 -0.043 0.106 -0.086
C 0.292 4.683 3.651 -0.024 -0.009 -0.016
C 0.239 -1.311 -6.126 -0.014 0.007 0.016
H -0.229 2.947 6.454 0.009 -0.021 0.008
H 3.010 4.277 -2.290 0.013 0.007 0.008
C -4.377 -0.448 1.312 0.033 0.040 -0.021
H -5.701 0.403 -4.473 -0.010 -0.001 -0.008

---

19
Properties=species:S:1:pos:R:3:forces:R:3 method="wB97M-V/def2-TZVPD" total_charge=0 orbital_gap_ev=9.2 e_homo_ev=-8.47 multiplicity=1
O -1.392 1.258 0.063 2.350 0.264 0.213
H 1.544 1.751 1.243 0.593 -0.224 -0.425
H -3.288 0.632 0.389 -0.747 0.655 1.664
H 0.259 -0.367 1.281 -0.971 0.196 0.396
H -1.441 -1.452 0.343 -1.137 -0.212 -0.858
N 0.638 0.275 -0.773 -0.797 0.382 0.698
H -0.529 1.495 -1.861 -0.337 -0.294 0.482
C 1.005 -0.205 0.540 2.876 -0.069 -0.093
H 2.472 0.535 2.044 -0.165 -0.390 -0.270
C 2.072 0.791 1.053 -0.587 1.136 0.991
H 2.942 0.930 0.387 -0.710 -0.086 0.036
H 1.620 -1.108 0.498 -0.644 -0.432 -0.632
C -2.478 0.504 -0.255 -0.650 -2.570 -1.299
S -3.145 0.890 -1.851 -1.382 0.534 -1.430
C -2.144 -1.036 -0.419 0.631 2.289 0.621
C -0.397 0.977 -0.900 0.962 0.615 -0.589
N -2.815 -0.703 -2.506 -1.633 1.522 3.230
N -2.220 -1.426 -1.616 1.198 -3.089 0.336
H -2.537 -0.832 -3.403 1.149 -0.226 -3.071